Version 1
A molecular structure, H26O13, computed with ωB97M-V/def2-TZVPD.

```
39
Properties=species:S:1:pos:R:3
H 0.610 0.728 -0.060
H 0.227 -0.668 -0.524
H 1.344 -3.036 -0.751
H 1.557 -1.532 -0.769
H 1.365 0.642 -2.740
H 2.350 1.412 -1.876
H -0.615 -0.071 -3.115
H -1.261 1.178 -3.690
H 3.494 -1.924 2.213
H 2.340 -0.940 2.127
H -3.378 -3.283 -3.206
H -2.202 -3.874 -2.445
H -2.155 -2.660 2.845
H -2.210 -3.395 4.174
H 3.031 1.479 1.844
H 3.826 0.657 2.845
H 0.866 2.917 1.016
H -0.417 3.728 0.940
H -2.933 2.852 -1.098
H -3.148 2.949 -2.600
H 3.541 -4.478 1.079
H 2.136 -4.391 0.506
H -1.076 1.761 -0.021
H -1.485 3.208 -0.246
H -2.707 3.342 1.751
H -3.681 2.605 0.847
O 0.517 -0.179 0.254
O 0.863 -2.201 -0.762
O 1.709 1.529 -2.587
O -0.403 0.760 -3.554
O 3.293 -1.006 2.002
O -2.954 -3.281 -2.340
O -1.645 -3.256 3.405
O 3.622 0.720 1.906
O 0.522 3.809 1.139
O -3.008 3.491 -1.815
O 2.613 -4.563 1.326
O -1.497 2.509 0.418
O -3.051 2.461 1.562
```

For the HOMO energy, the calculation gives -8.8 eV. The orbital gap comes out at 8.422 eV.

***

Version 2
13 unconnected molecules or ions with the total composition H26O13, computed with ωB97M-V/def2-TZVPD.

```
39
Properties=species:S:1:pos:R:3
O -1.109 0.434 -3.634
H -0.203 0.317 -3.916
H -1.691 0.342 -4.387
O 0.143 2.373 0.102
H -0.739 2.479 -0.431
H 0.513 1.529 -0.213
O -3.441 2.903 2.212
H -2.483 2.695 2.283
H -3.514 3.750 1.796
O -3.407 0.323 0.986
H -4.087 -0.019 1.553
H -3.499 1.307 0.976
O -0.933 1.582 2.450
H -1.498 0.911 2.118
H -0.480 1.896 1.609
O 1.266 -1.175 -3.404
H 2.182 -1.088 -3.070
H 1.068 -2.107 -3.394
O 3.714 -0.940 0.672
H 3.682 0.006 0.788
H 3.566 -1.303 1.486
O -0.612 -2.497 0.925
H -0.420 -1.831 0.195
H -1.466 -2.873 0.858
O 1.559 -2.345 2.487
H 1.915 -3.225 2.573
H 0.767 -2.482 1.913
O 1.841 0.757 1.894
H 1.775 1.667 2.046
H 1.151 0.367 2.396
O 0.332 -0.499 -0.809
H 1.113 -0.493 -0.224
H 0.701 -0.531 -1.782
O -2.571 2.178 -1.621
H -3.026 1.419 -1.277
H -2.007 1.866 -2.314
O 3.147 -2.381 -1.561
H 3.576 -1.971 -0.771
H 3.173 -3.344 -1.509
```

For the HOMO energy, the calculation gives -10.9 eV. The orbital gap comes out at 11.186 eV.

***

What should be chosen as the least stable of them? Choose version 1.